# C34H72O11

A cluster of 7 separate species, C34H72O11 in total (ωB97M-V/def2-TZVPD, the OMol25 dataset).

```
117
C34H72O11, DFT ωB97M-V/def2-TZVPD
C -0.714 3.477 -8.145
C -0.146 2.505 -7.076
C 1.403 2.481 -7.273
C -0.395 3.101 -5.677
C -0.638 1.057 -7.280
C -2.060 0.651 -6.844
C -3.125 1.721 -7.132
C -2.436 -0.595 -7.693
C -2.171 0.217 -5.379
C -1.125 0.278 -4.461
C -1.265 -0.107 -3.121
C -2.496 -0.578 -2.675
O -2.723 -0.969 -1.372
C -2.162 -0.141 -0.374
C -2.661 -0.624 0.971
O -1.839 -1.696 1.453
C -0.858 -1.237 2.351
C 0.243 -2.295 2.458
C 0.828 -2.317 3.843
O 0.162 -2.368 4.822
O 2.185 -2.304 3.938
C 2.804 -1.099 3.489
C 2.674 0.030 4.509
C 3.171 1.301 3.851
O 3.134 2.409 4.741
C -3.555 -0.683 -3.575
C -3.390 -0.295 -4.902
H -1.222 2.959 -8.954
H 0.058 4.148 -8.504
H -1.468 4.109 -7.677
H 1.657 2.733 -8.300
H 1.808 1.489 -7.090
H 1.890 3.203 -6.623
H -0.264 4.178 -5.730
H -1.337 2.820 -5.229
H 0.385 2.745 -5.006
H -0.580 0.868 -8.352
H 0.061 0.355 -6.830
H -3.048 2.088 -8.151
H -3.028 2.562 -6.450
H -4.117 1.304 -6.995
H -2.166 -0.430 -8.731
H -3.516 -0.720 -7.686
H -1.973 -1.500 -7.314
H -0.160 0.654 -4.762
H -0.410 -0.013 -2.472
H -2.448 0.904 -0.515
H -1.076 -0.233 -0.350
H -3.684 -0.967 0.881
H -2.656 0.175 1.705
H -1.285 -1.064 3.339
H -0.395 -0.325 1.966
H 1.037 -2.040 1.762
H -0.127 -3.272 2.164
H 2.401 -0.739 2.538
H 3.847 -1.331 3.307
H 3.242 -0.238 5.394
H 1.619 0.161 4.743
H 2.572 1.474 2.955
H 4.199 1.181 3.501
H 2.529 3.059 4.377
H -4.496 -1.068 -3.214
H -4.241 -0.394 -5.557
C 1.036 -2.646 8.952
C -0.231 -3.185 8.310
O -0.949 -2.167 7.630
H 0.796 -1.847 9.655
H 1.572 -3.434 9.485
H 1.701 -2.226 8.195
H -0.903 -3.588 9.068
H 0.013 -3.987 7.606
H -0.368 -1.818 6.945
C -5.936 -0.309 4.785
C -4.761 0.505 4.280
O -4.749 0.588 2.853
H -5.908 -1.315 4.367
H -5.923 -0.381 5.873
H -6.881 0.148 4.481
H -3.821 0.036 4.570
H -4.784 1.515 4.702
H -5.568 1.011 2.577
C -0.606 6.365 -1.882
C -1.276 5.795 -3.119
O -1.377 4.375 -3.060
H 0.390 5.939 -1.761
H -0.517 7.451 -1.948
H -1.180 6.120 -0.985
H -0.694 6.026 -4.009
H -2.276 6.226 -3.244
H -1.902 4.149 -2.286
C 3.843 -4.272 11.831
C 3.198 -5.626 12.057
O 1.869 -5.503 12.556
H 3.861 -3.699 12.758
H 4.866 -4.379 11.466
H 3.276 -3.691 11.101
H 3.754 -6.197 12.799
H 3.182 -6.203 11.125
H 1.354 -5.012 11.909
C 0.481 0.201 -11.552
C 0.299 -1.248 -11.137
O -1.037 -1.515 -10.717
H 0.224 0.867 -10.727
H 1.511 0.398 -11.853
H -0.176 0.448 -12.390
H 0.941 -1.486 -10.291
H 0.561 -1.918 -11.964
H -1.623 -1.323 -11.456
C 6.657 -1.353 6.507
C 6.486 -0.571 5.218
O 6.441 -1.444 4.090
H 7.574 -1.941 6.473
H 6.699 -0.685 7.369
H 5.826 -2.048 6.650
H 7.323 0.110 5.073
H 5.567 0.025 5.248
H 5.697 -2.038 4.228
```

## Properties
Highest occupied orbital energy ... -8.2661 eV
Molar mass ... 656.94 g/mol

***

# C11H7F5IrN2O10

A structure of composition C11H7F5IrN2O10 (ωB97M-V/def2-TZVPD, the OMol25 dataset).

```
36
C11H7F5IrN2O10, DFT ωB97M-V/def2-TZVPD
Ir -0.054 -0.421 -0.260
O 2.150 -3.313 1.029
C 2.084 -2.418 0.224
O 1.063 -2.131 -0.536
C 3.321 -1.563 -0.016
C 4.540 -2.105 0.314
C 5.703 -1.382 0.083
C 5.718 -0.094 -0.477
C 4.525 0.449 -0.812
C 3.251 -0.217 -0.571
O 2.193 0.399 -0.777
N 4.508 1.773 -1.446
O 5.129 2.652 -0.892
O 3.910 1.858 -2.494
N 7.002 -1.992 0.437
O 6.978 -3.106 0.908
O 7.994 -1.332 0.212
H 4.584 -3.089 0.757
H 6.649 0.433 -0.627
C -3.447 0.301 0.547
O -2.133 0.860 0.688
H -3.773 0.323 -0.494
H -4.157 0.844 1.171
H -3.387 -0.729 0.885
H -2.126 1.742 0.299
F 0.421 -1.226 4.364
C -0.551 -1.731 3.608
F -1.728 -1.310 4.095
F -0.513 -3.059 3.689
C -0.425 -1.278 2.142
O 0.446 -0.403 1.848
O -1.181 -1.772 1.293
F -0.669 2.227 -1.305
C -0.593 0.947 -1.796
F -1.818 0.648 -2.317
H 0.135 0.951 -2.612
```

## Properties
Highest occupied orbital energy (spin up / spin down) ... -9.3042 / -10.6188 eV
2S+1 ... 6
Molar mass ... 614.39 g/mol

***

# C3H9N3O

A cluster of 2 separate species, C3H9N3O in total (ωB97M-V/def2-TZVPD, the OMol25 dataset).

```
16
C3H9N3O, DFT ωB97M-V/def2-TZVPD
H 0.509 -0.886 1.982
N 1.099 -0.068 2.133
C 0.710 0.932 1.469
N -0.059 0.864 0.260
C -0.744 -0.210 -0.159
C -1.586 0.093 -1.375
N -0.782 -1.339 0.488
H -1.245 -2.040 -0.060
H 0.921 1.971 1.763
H -0.068 1.740 -0.295
H -2.063 -0.798 -1.854
H -0.995 0.603 -2.144
H -2.493 0.739 -1.102
O 2.606 -0.658 -0.533
H 2.243 -0.812 0.355
H 1.945 -0.129 -0.930
```

## Properties
Highest occupied orbital energy ... -9.5643 eV
Molar mass ... 103.12 g/mol

***

# C4H7BrCl2OS

A structure of composition C4H7BrCl2OS (ωB97M-V/def2-TZVPD, the OMol25 dataset).

```
16
C4H7BrCl2OS, DFT ωB97M-V/def2-TZVPD
C -0.388 -1.530 -1.621
C 0.170 0.733 0.785
C 0.503 1.992 1.498
C 0.650 -0.532 -1.813
O 1.267 1.921 -1.218
S 0.059 1.131 -1.108
Cl 0.754 1.375 3.209
Cl 2.190 -0.806 -1.264
Br 0.746 0.118 -3.677
H -0.218 -2.341 -2.305
H -0.214 -2.105 -0.609
H -1.353 -1.128 -1.902
H 0.859 -0.088 1.037
H -0.894 0.376 1.068
H -0.114 2.949 1.650
H 1.472 2.345 1.310
```

## Properties
Highest occupied orbital energy ... -9.5223 eV
Molar mass ... 253.98 g/mol

***

Which formula does entry 4 have? C4H7BrCl2OS